(1)
Molecular formula: C4H6N2OS2
Method: DFT, ωB97M-V/def2-TZVPD

Its LUMO energy (spin up / spin down) is 0.11 / -2.89 eV. The calculation puts the total energy at -30937.202 eV. As for the spin multiplicity: 3.

The geometry in XYZ format:
```
15
Properties=species:S:1:pos:R:3:mulliken_charge:R:1
C -2.5061 -0.8567 0.2623 0.353
C -1.9185 0.3717 0.1550 0.358
C 1.1587 2.4501 0.6872 -0.735
C 0.9430 -2.1834 -0.9656 -0.758
N -2.8928 -1.9591 0.2339 -0.484
N -0.0726 0.0984 0.5165 -0.214
O -2.3040 1.4609 0.0891 -0.448
S 0.7315 1.2170 -0.5234 0.033
S 0.2117 -1.5450 0.7240 0.134
H 1.1947 3.2676 0.1059 0.348
H 2.1478 2.1034 1.0465 0.240
H 0.2545 2.3633 1.3146 0.272
H 1.5043 -1.3843 -1.3735 0.271
H 0.1382 -2.3942 -1.6740 0.278
H 1.4094 -3.0098 -0.5986 0.351
```



(2)
Molecular formula: C4H6N2S
Method: DFT, ωB97M-V/def2-TZVPD

Its LUMO energy is 0.19 eV. The calculation puts the total energy at -18056.909 eV. As for the spin multiplicity: 1.

The geometry in XYZ format:
```
13
Properties=species:S:1:pos:R:3:mulliken_charge:R:1
C -0.6758 -1.9627 -0.3055 -0.252
C -1.7027 -1.2986 0.2347 -0.336
C 0.5922 -0.1498 -0.0759 0.471
C 1.7666 0.6643 0.1655 -0.880
N 0.5859 -1.3613 -0.2764 -0.492
N -2.2876 0.9586 -0.5927 -0.598
S -1.3704 0.3958 0.5560 0.106
H -0.5010 -2.8207 -0.8708 0.479
H -2.7171 -1.5502 0.2466 0.418
H 1.9772 1.2312 -0.7670 0.253
H 2.6921 0.0733 0.4461 0.284
H 1.4571 1.3262 0.9061 0.323
H -2.7313 1.8180 -0.2522 0.225
```



(3)
Molecular formula: C4H6N2S
Method: DFT, ωB97M-V/def2-TZVPD

Its LUMO energy is 0.84 eV. Its SMILES is S=C1N[C@H]2C[C@H]2N1. The calculation puts the total energy at -18059.873 eV. As for the spin multiplicity: 1.

The geometry in XYZ format:
```
13
Properties=species:S:1:pos:R:3:mulliken_charge:R:1
S 1.0721 2.5567 1.4110 -0.404
C 0.6330 1.2720 0.5243 0.039
N 1.1230 -0.0154 0.7580 -0.224
C 0.5006 -1.0083 -0.1341 -0.172
C -1.0073 -0.9860 0.0352 -0.634
C -0.3791 -0.1471 -1.0485 -0.198
N -0.1493 1.1842 -0.5957 -0.142
H 1.4837 -0.2158 1.7050 0.242
H 1.1086 -1.8310 -0.4547 0.378
H -1.4465 -0.4899 0.9159 0.216
H -1.6056 -1.8243 -0.2344 0.295
H -0.5243 -0.4325 -2.0799 0.358
H -0.8089 1.9375 -0.8022 0.245
```



(4)
Molecular formula: C4H6N2S
Method: DFT, ωB97M-V/def2-TZVPD

Its LUMO energy is 0.69 eV. Its SMILES is [H]/N=C/[C@@H](C#N)SC. The calculation puts the total energy at -18058.714 eV. As for the spin multiplicity: 1.

The geometry in XYZ format:
```
13
Properties=species:S:1:pos:R:3:mulliken_charge:R:1
H 3.3230 -1.3747 -0.2397 0.295
N 2.5593 -0.9534 0.3400 -0.534
C 1.7408 -0.3370 -0.3414 -0.271
C 0.3804 0.1963 0.0092 0.424
C 0.3747 1.6061 -0.3154 0.117
N 0.2660 2.7529 -0.3770 -0.445
S -0.9099 -0.6413 -0.8400 -0.032
C -2.1883 -0.3605 0.3508 -0.832
H 1.8369 -0.1502 -1.4736 0.253
H 0.0673 0.2212 1.0801 0.133
H -1.9281 -0.4356 1.5015 0.305
H -2.7925 -1.1829 0.0875 0.316
H -2.7296 0.6590 0.2181 0.269
```



The relative energy (zero: lowest compared OMol25 entry of this formula, charge and spin) results, record by record, are as follows: 45.2; 93.7; 25.4; 52.1 kcal/mol.